# C23H31B2CoF4Ge2N4O4

A molecular structure, C23H31B2CoF4Ge2N4O4 in a non-equilibrium geometry (the ωB97M-V functional and the def2-TZVPD basis, the OMol25 dataset).

Output
ΔE to the lowest compared entry with this formula, charge and spin = 0.543 eV
HOMO (alpha / beta) = -16.205 / -17.151 eV
Charge = +3
E_LUMO (alpha / beta) = -0.384 / -0.450 hartree
Orbital gap (alpha / beta) = 5.75 / 4.91 eV
Spin multiplicity = 6

XYZ file:
```
71
Properties=species:S:1:pos:R:3:mulliken_spin:R:1
H 2.69 -2.51 0.91 -0.001
H -4.49 2.06 -1.76 -0.001
F -2.48 -3.53 -1.03 0.004
C 2.38 1.69 2.01 0.084
C -3.89 1.53 1.91 0.014
C 0.99 -2.22 4.62 0.006
H 1.98 -3.14 -4.84 -0.001
H -0.77 -4.50 2.91 0.001
H 4.20 -0.15 -3.13 0.001
H -2.65 3.71 -2.95 0.004
N -0.41 1.74 -1.67 0.437
C 3.24 2.74 2.27 0.011
H -1.63 -1.56 2.52 -0.011
Co -0.08 -0.08 -1.89 1.121
C -2.60 1.53 1.41 0.015
O -2.60 -1.26 -1.57 0.232
C 1.08 1.95 1.56 0.117
H 3.49 4.87 2.22 0.000
C 1.64 -3.37 -3.82 0.002
C 3.63 -0.98 -3.52 0.015
Ge 0.03 0.44 1.01 0.501
H -5.37 0.44 3.02 0.000
C 2.86 -2.63 1.98 0.013
H 1.53 -2.88 5.31 0.003
H -4.56 0.30 -1.47 0.010
B -1.74 -2.46 -1.25 -0.022
H 0.77 -4.02 -3.87 0.003
N 0.19 -1.86 -2.47 0.243
O -0.72 -2.76 -2.40 0.236
H 0.72 -5.36 2.46 0.001
C 2.82 4.04 2.02 0.031
N -1.91 -0.16 -1.76 0.518
F 2.72 3.32 -1.85 0.005
H -4.53 2.38 1.74 0.001
H -0.11 -4.34 1.26 -0.002
F -0.89 -2.11 -0.17 0.025
C 2.27 -1.02 -2.95 -0.006
C -4.36 0.43 2.63 0.023
H 3.37 -1.77 2.39 0.003
O 0.49 2.68 -1.59 0.219
H 4.16 -1.93 -3.36 0.005
C 1.35 -2.11 -3.10 -0.006
H 1.44 -1.23 4.68 -0.001
H -1.28 4.21 -1.95 0.007
C -2.25 -0.68 2.36 0.053
H 2.72 0.67 2.18 -0.004
H -0.06 -2.20 4.92 -0.001
H 3.54 -0.85 -4.61 -0.001
H -2.25 2.39 0.86 -0.004
H -2.85 3.86 -1.21 0.009
B 1.85 2.42 -2.28 0.007
H -4.34 0.91 -3.10 0.015
C 0.14 -4.44 2.32 0.008
H 1.22 5.32 1.36 0.001
C 0.66 3.26 1.30 -0.018
C 1.54 4.30 1.54 0.017
C -1.76 2.13 -1.83 0.232
Ge 1.24 -3.01 2.91 0.004
F 1.61 2.24 -3.60 0.013
C -3.54 -0.67 2.86 0.015
H 4.24 2.55 2.64 0.001
H -3.91 -1.51 3.43 0.001
C -1.76 0.43 1.66 0.164
H 3.50 -3.51 2.12 0.003
N 1.74 -0.01 -2.23 0.233
C -2.15 3.56 -1.99 0.008
O 2.46 0.96 -1.83 0.262
H -0.35 3.49 0.98 -0.006
C -4.08 1.09 -2.05 0.008
C -2.61 1.06 -1.88 0.120
H 2.46 -3.90 -3.33 0.001
```